DFT (ωB97M-V/def2-TZVPD) results for a molecular structure, C34H25CoN6OS3Se.

Positions of all 71 atoms, in Å:
Co 0.374 -1.104 -0.316
C -3.447 0.772 0.033
C -2.343 -0.243 0.191
N -1.296 -0.176 -0.576
N -1.398 0.756 -1.613
C -0.317 0.897 -2.298
S 1.181 0.116 -2.019
S -0.394 1.962 -3.724
C -1.630 3.180 -3.173
C -1.005 4.277 -2.360
C -0.692 5.497 -2.950
C -0.060 6.496 -2.224
C 0.278 6.278 -0.896
C -0.027 5.062 -0.300
C -0.672 4.071 -1.023
C -2.500 -1.289 1.199
C -3.784 -1.509 1.739
C -4.041 -2.472 2.685
C -2.977 -3.257 3.150
C -1.717 -3.080 2.649
C -1.430 -2.115 1.645
O -0.215 -2.044 1.224
H -3.041 1.704 -0.345
H -3.932 0.948 0.989
H -4.198 0.428 -0.683
H -2.386 2.629 -2.619
H -2.086 3.581 -4.079
H -0.941 5.662 -3.992
H 0.176 7.441 -2.699
H 0.781 7.050 -0.327
H 0.242 4.880 0.731
H -0.892 3.118 -0.553
H -4.612 -0.912 1.384
H -5.045 -2.615 3.063
H -3.152 -4.014 3.906
H -0.882 -3.679 2.992
S 4.022 -7.504 -1.805
N 4.466 -6.164 -0.961
C 3.441 -5.320 -1.032
C 3.390 -4.013 -0.430
C 4.438 -3.469 0.324
C 4.297 -2.217 0.866
C 3.105 -1.508 0.657
N 2.109 -2.004 -0.052
C 2.228 -3.236 -0.598
C 1.111 -3.735 -1.360
N 0.042 -2.923 -1.475
C -1.007 -3.333 -2.149
C -1.063 -4.593 -2.765
C 0.019 -5.432 -2.662
C 1.149 -5.012 -1.947
C 2.334 -5.816 -1.781
N 2.517 -7.034 -2.277
H 5.340 -4.051 0.463
H 5.082 -1.765 1.456
H 2.936 -0.527 1.084
H -1.837 -2.637 -2.208
H -1.952 -4.886 -3.307
H 0.024 -6.413 -3.120
Se 0.612 0.652 2.270
C 0.833 2.490 2.663
C -0.239 3.238 3.169
C -0.073 4.563 3.540
C 1.165 5.180 3.404
C 2.234 4.456 2.890
C 2.071 3.129 2.526
H -1.202 2.757 3.279
H -0.916 5.119 3.932
H 1.293 6.217 3.690
H 3.202 4.929 2.773
H 2.908 2.566 2.132

2S+1   2
⟨S²⟩   0.759
Highest occupied orbital energy (alpha / beta)   -3.140 / -3.228 eV
Energy above the lowest of the compared OMol25 structures with the same formula, charge and spin   0.040 eV
Charge   -1
HOMO-LUMO gap (alpha / beta)   4.027 / 4.114 eV